Record 1
C49H49BN8O2P2S3W | the ωB97M-V functional and the def2-TZVPD basis

Element x y z (Å)
W  0.448909  0.474547  1.774518
C  -0.242803  -2.391573  -1.696477
C  -0.176854  -0.958272  -1.096967
N  0.273614  -1.034209  0.270928
N  0.438232  -2.383322  0.511787
C  0.123806  -3.160200  -0.463064
B  1.246769  -2.790914  1.785103
N  0.489265  -2.384120  3.051679
C  0.115378  -3.142474  4.094704
C  -0.393858  -2.314738  5.073473
C  -0.294488  -1.029036  4.539437
N  0.244981  -1.085543  3.322640
N  2.531751  -1.966247  1.713771
C  3.804630  -2.396113  1.713742
C  4.629634  -1.298162  1.814747
C  3.756769  -0.209204  1.887981
N  2.495197  -0.615252  1.821282
H  0.466990  -2.171699  -3.702986
H  0.375314  -0.215732  -1.672083
H  0.286012  -4.227037  -0.375709
H  1.458177  -3.968638  1.779658
H  0.250697  -4.211167  4.064797
H  -0.775669  -2.597738  6.039029
H  -0.552747  -0.069507  4.955323
H  4.022032  -3.450053  1.655439
H  5.705841  -1.285727  1.839246
H  3.986155  0.837581  1.964655
S  1.874742  2.154244  2.726349
P  -0.563476  2.204937  -0.043724
C  -2.086999  1.204207  0.026680
P  -2.112504  0.586273  1.740825
S  -0.049900  2.180280  3.412118
C  -3.026680  1.720325  2.818025
C  -3.606775  2.882872  2.324484
C  -4.273550  3.748658  3.181335
C  -4.371890  3.451201  4.532710
C  -3.814451  2.278547  5.026395
C  -3.144672  1.414907  4.173783
C  -3.179199  -0.878677  1.748500
C  -2.647318  -2.161783  1.706481
C  -3.480340  -3.269969  1.641838
C  -4.856170  -3.100954  1.617280
C  -5.397095  -1.821720  1.666348
C  -4.565308  -0.715736  1.736036
C  -0.927086  3.953739  0.319530
C  -0.119573  4.714827  1.155916
C  -0.406579  6.060268  1.355419
C  -1.490480  6.646552  0.720842
C  -2.288658  5.893093  -0.132110
C  -2.002148  4.553260  -0.336912
C  -0.037092  2.379459  -1.779399
C  -0.847378  2.101101  -2.878619
C  -0.379369  2.342588  -4.163692
C  0.884114  2.884135  -4.358008
C  1.679529  3.193566  -3.263710
C  1.224174  2.934791  -1.980563
H  -3.544837  3.111696  1.270736
H  -4.715208  4.655714  2.787692
H  -4.889143  4.127278  5.201548
H  -3.899847  2.035827  6.078117
H  -2.722947  0.494100  4.560716
H  -1.578291  -2.297886  1.723494
H  -3.050220  -4.263201  1.601923
H  -5.507918  -3.963626  1.560714
H  -6.470880  -1.684469  1.648758
H  -4.996758  0.277300  1.774880
H  0.727183  4.255869  1.649413
H  0.219065  6.648270  2.015050
H  -1.712223  7.693706  0.884924
H  -3.129172  6.351193  -0.638420
H  -2.621125  3.962127  -1.004634
H  -1.834737  1.684951  -2.735964
H  -1.008740  2.113072  -5.013930
H  1.243636  3.073827  -5.361690
H  2.658695  3.634931  -3.406337
H  1.844885  3.163384  -1.124555
C  6.348895  2.209965  -1.427423
N  4.965053  2.229753  -0.990093
C  4.665319  3.174426  0.070357
C  4.069175  1.222866  -1.252021
O  3.098060  1.012910  -0.541528
N  4.363840  0.407039  -2.343071
C  4.640236  1.027240  -3.637806
C  3.467577  -0.735017  -2.473809
H  7.001246  2.322601  -0.557741
H  6.573933  3.026563  -2.119559
H  6.582286  1.264097  -1.907045
H  4.790498  4.198934  -0.286953
H  5.338214  3.028102  0.922002
H  3.646272  3.027434  0.419838
H  5.115365  1.996453  -3.522191
H  3.712125  1.171145  -4.201292
H  5.301579  0.384587  -4.220808
H  3.379013  -1.250313  -1.518958
H  3.883158  -1.415626  -3.217530
H  2.467505  -0.425208  -2.795894
C  -2.280858  -6.380664  -1.523340
C  -2.004185  -7.148464  -2.795353
O  -2.299502  -8.311105  -2.916664
S  -1.178978  -6.360322  -4.159842
C  -1.021557  -4.646282  -3.652120
C  0.218407  -4.270189  -3.262703
C  0.624909  -2.878731  -2.882989
C  -1.681009  -2.116065  -2.064224
C  -2.495497  -2.725547  -3.014422
C  -2.228499  -3.865926  -3.737440
C  -1.706632  -0.858083  -1.389207
C  -2.212330  0.221775  -0.849144
H  -1.590408  -6.757107  -0.764594
H  -3.293475  -6.628028  -1.205882
H  -2.174393  -5.303361  -1.622399
H  0.978703  -5.040932  -3.200303
H  1.687555  -2.866262  -2.627471
H  -3.454763  -2.244958  -3.190442
H  -3.009818  -4.262205  -4.373197

Cartesian forces (eV/Å) of the 6 atoms listed first:
0.12 -0.45 0.24
0.11 -0.02 -0.05
-0.05 -0.10 -0.08
-0.11 -0.05 0.03
-0.02 -0.03 0.04
-0.03 0.01 -0.08

Calculated values
multiplicity: 3
total energy: -121208.780 eV
gap between HOMO and LUMO (spin up / spin down): 6.0 / 5.4 eV
E_HOMO (spin up / spin down): -5.715 / -5.723 eV

Record 2
C18H18F5N4OPdTe | the ωB97M-V functional and the def2-TZVPD basis

Element x y z (Å)
Pd  0.293537  0.336573  1.269816
C  -0.071142  -0.553484  -1.910974
N  -0.088321  -1.458483  -0.788009
C  1.099306  -2.258322  -0.602630
C  2.303359  -1.453320  -0.172949
C  3.584863  -1.862104  -0.499368
C  4.664244  -1.114618  -0.050541
C  4.427729  0.028011  0.692157
C  3.119429  0.386746  0.980360
N  2.091545  -0.359449  0.551704
C  -1.311574  -2.201604  -0.611475
C  -2.525412  -1.314459  -0.484475
C  -3.796914  -1.811774  -0.758110
C  -4.888723  -0.991028  -0.534565
C  -4.678189  0.293187  -0.053289
C  -3.371779  0.704967  0.167583
N  -2.322793  -0.077602  -0.055972
C  -0.054400  0.942277  -1.607136
C  -0.183198  1.807228  -2.686530
C  -0.217493  3.173409  -2.477142
C  -0.116271  3.649442  -1.179400
C  0.030063  2.741791  -0.147683
N  0.056628  1.417281  -0.366125
H  -0.960396  -0.723310  -2.525895
H  0.794576  -0.758679  -2.556166
H  1.370527  -2.816051  -1.516512
H  0.895331  -2.989421  0.182315
H  3.728391  -2.753834  -1.096622
H  5.675262  -1.423204  -0.287008
H  5.235997  0.639044  1.066976
H  2.850189  1.266579  1.567976
H  -1.213806  -2.755062  0.326021
H  -1.490205  -2.933731  -1.421120
H  -3.925854  -2.825094  -1.118507
H  -5.891649  -1.348300  -0.732879
H  -5.504323  0.962226  0.145918
H  -3.144143  1.693341  0.551368
H  -0.260425  1.392136  -3.684565
H  -0.318023  3.853043  -3.314269
H  -0.136863  4.707871  -0.962738
H  0.187531  3.022529  0.893240
F  2.632439  0.414805  3.722242
Te  0.638009  0.641691  4.059124
F  1.237345  -0.428188  5.568203
F  -1.079023  0.234131  5.006043
F  -1.213961  1.234759  2.250017
F  1.422273  2.456781  2.284526
O  0.426301  -0.788733  2.917072

Cartesian forces (eV/Å) of the 6 atoms listed first:
-0.43 -0.94 0.36
0.10 0.05 0.12
0.09 -0.21 -0.17
-0.03 0.14 -0.09
-0.07 -0.06 -0.10
0.09 0.04 -0.03

Calculated values
multiplicity: 1
total energy: -51329.249 eV
gap between HOMO and LUMO: 6.9 eV
E_HOMO: -4.571 eV
net charge: -1

Record 3
C22H32ClFN3O4 | the ωB97M-V functional and the def2-TZVPD basis

Element x y z (Å)
Cl  0.265144  -0.795316  -2.366209
C  -0.452936  -1.696760  -1.008443
N  0.029978  -1.199979  0.283990
C  1.556500  -1.358685  0.456007
C  1.977021  -0.889662  1.834103
N  0.770922  -0.503204  2.516296
F  0.780386  0.584763  4.992451
C  -0.173411  -1.593287  2.730481
C  -0.636400  -2.047963  1.363593
C  0.119894  0.665350  1.915834
C  -0.364016  0.260035  0.542691
H  -1.538662  -1.572311  -1.041602
H  -0.164690  -2.746993  -1.091594
H  1.778587  -2.427460  0.338019
H  2.035904  -0.772427  -0.333737
H  2.463163  -1.697311  2.424249
H  2.637858  0.004882  1.786478
H  0.342137  -2.404429  3.294359
H  -1.029698  -1.197068  3.320112
H  -1.719654  -1.929240  1.254323
H  -0.357483  -3.089764  1.184783
H  -0.733329  0.966147  2.562232
H  0.869461  1.487799  1.863576
H  0.080438  0.875099  -0.244184
H  -1.458753  0.328352  0.477586
C  -4.726712  1.586035  2.584321
N  -4.326059  2.263428  3.799527
C  -5.123491  3.417527  4.150233
C  -3.152944  1.992132  4.468682
C  -2.390239  3.026200  5.052648
C  -1.266089  2.756671  5.836058
C  -0.968705  1.457192  6.234201
C  0.299189  1.198993  7.052889
C  1.479495  0.625711  6.118360
C  1.879472  -0.877422  6.209910
O  1.030043  -1.693863  6.479121
O  3.026878  -1.270158  5.555741
C  4.122122  -0.316907  5.620514
C  4.442010  0.017580  7.063608
C  5.242767  -0.903528  4.763251
O  3.658492  0.868259  4.925158
C  2.618416  1.516060  5.563426
O  2.402174  2.688981  5.337147
C  -1.649080  0.408804  5.550765
C  -2.690563  0.665664  4.656987
H  -4.157361  0.661471  2.453312
H  -5.799855  1.355201  2.634932
H  -4.563999  2.232094  1.703627
H  -5.062539  3.600828  5.230514
H  -4.788555  4.322500  3.620300
H  -6.165925  3.212283  3.879365
H  -2.693948  4.055336  4.892681
H  -0.585037  3.556465  6.128363
H  0.663227  2.092861  7.574364
H  0.111088  0.419311  7.792456
H  3.566291  0.418248  7.592568
H  4.786831  -0.881187  7.579669
H  5.239819  0.763273  7.082441
H  4.828446  -1.078909  3.768987
H  6.059866  -0.178562  4.702334
H  5.589229  -1.848100  5.194960
H  -1.341804  -0.625578  5.647271
H  -3.212942  -0.149996  4.152755

Cartesian forces (eV/Å) of the 6 atoms listed first:
-0.24 -0.28 0.24
0.14 0.10 -0.74
0.43 0.40 1.38
0.11 -0.46 -1.16
-0.25 0.41 0.80
-0.24 0.87 1.70

Calculated values
multiplicity: 1
total energy: -51225.184 eV
gap between HOMO and LUMO: 7.3 eV
E_HOMO: -9.696 eV
net charge: +1

Record 4
C4H8S3 | the ωB97M-V functional and the def2-TZVPD basis

Element x y z (Å)
C  1.291914  -1.810073  0.925511
C  1.722462  -0.910258  -0.155192
C  0.120719  1.474331  0.013488
C  -2.599937  1.180089  -0.688726
H  1.486541  -2.789693  0.464460
H  1.917796  -1.597918  1.794675
H  0.263702  -1.639502  1.242703
H  1.180609  -1.075494  -1.097955
H  2.783761  -1.015064  -0.451215
H  -2.833733  1.544629  0.312270
H  -2.442543  2.026706  -1.361912
H  -3.337896  0.415935  -0.963245
S  1.761257  0.869565  0.197008
S  -0.241129  3.017237  0.361597
S  -1.073523  0.309509  -0.593467

Cartesian forces (eV/Å) of the 6 atoms listed first:
0.43 -0.31 0.47
0.59 1.55 -1.98
-0.54 -0.62 -0.24
0.07 0.54 0.61
-0.42 -0.20 0.97
0.04 -0.55 0.06

Calculated values
multiplicity: 1
total energy: -36783.027 eV
gap between HOMO and LUMO: 8.7 eV
E_HOMO: -8.596 eV

Record 5
C15H17NO4Sn | the ωB97M-V functional and the def2-TZVPD basis

Element x y z (Å)
Sn  0.501655  -1.000031  -0.432438
O  -2.551539  -2.512965  -0.270304
C  -1.797707  -1.615284  -0.112251
C  3.321004  -1.019671  -0.588363
O  4.420797  -0.720653  -0.716905
C  0.680371  -0.795275  -2.989830
O  0.546963  -0.578503  -4.107391
C  1.079836  -2.352319  1.741713
O  1.174189  -2.814767  2.782839
C  0.966473  -4.865802  -1.378654
H  0.512481  -5.223668  -0.452287
H  0.349459  -4.742395  -2.273074
C  2.236354  -4.457938  -1.398007
H  2.652748  -4.033177  -2.313992
H  2.849049  -4.495851  -0.496196
C  -2.634511  1.994531  0.977507
N  -2.174586  1.214222  -0.212471
C  -3.210096  1.304922  -1.315459
C  -0.779971  1.721334  -0.710563
C  0.237548  1.826860  0.404148
C  0.501400  2.972778  1.165268
C  1.375739  3.019239  2.256656
C  2.112716  1.864267  2.514305
C  1.920961  0.713349  1.748649
C  0.963561  0.682446  0.729460
H  -2.503994  3.051288  0.719990
H  -2.015924  1.723902  1.835848
H  -3.689820  1.760068  1.172892
H  -2.080176  0.184960  0.054932
H  -3.138937  2.316306  -1.740712
H  -3.019780  0.554281  -2.094647
H  -4.210063  1.139023  -0.886876
H  -0.500915  0.997788  -1.502888
H  -0.984141  2.652404  -1.251341
H  -0.007434  3.901819  0.949463
H  1.507618  3.900037  2.907119
H  2.834958  1.882282  3.321040
H  2.553714  -0.149809  1.962818

Cartesian forces (eV/Å) of the 6 atoms listed first:
1.55 -2.40 0.31
4.07 4.13 0.53
-5.32 -4.65 -0.05
3.45 0.97 -0.54
-3.47 -1.04 0.43
0.17 1.47 -4.86

Calculated values
multiplicity: 1
total energy: -31321.377 eV
gap between HOMO and LUMO: 7.2 eV
E_HOMO: -15.014 eV
net charge: +2

Question: What is the multiplicity in the fifth record?
Answer: 1